# 1
18
Properties=species:S:1:pos:R:3:forces:R:3 method="wB97M-V/def2-TZVPD" mol_weight_g_mol=123.16 gap_ha="0.198 / 0.269" e_tot_ev=-10831.9316 homo_energy_ev="-6.5629 / -7.8767"
C 0.7253 -0.6763 0.3426 -1.86 0.52 -0.33
C -1.3294 0.5450 0.7278 -0.44 0.67 0.21
C 0.0357 0.7124 0.8222 0.62 -1.50 -0.24
N 0.1562 -1.7508 1.1402 -0.31 0.01 0.09
C -0.3272 -0.7235 -1.1289 0.95 0.04 0.35
C 0.7011 1.8690 0.9569 0.02 0.48 -0.26
C -0.2891 0.1533 -2.1217 0.01 -0.04 0.21
N 2.0125 -0.7648 0.0810 0.42 0.24 0.01
N -2.5026 0.4784 0.9257 0.57 -0.41 -0.01
H 0.3730 -2.6375 0.6964 0.11 0.08 -0.02
H 0.6280 -1.7600 2.0401 0.01 0.02 -0.08
H 2.3588 0.0646 -0.3983 -0.05 0.02 -0.04
H -3.2610 0.4420 0.2587 0.03 0.12 -0.04
H -0.7773 -1.7067 -1.2229 0.02 -0.02 0.01
H 0.2294 2.8392 0.8915 -0.12 -0.02 0.19
H 1.7747 1.8493 1.0872 0.04 -0.12 -0.13
H 0.1490 1.1407 -1.9822 0.08 -0.06 -0.01
H -0.6573 -0.0743 -3.1163 -0.10 -0.01 0.08



# 2
18
Properties=species:S:1:pos:R:3:forces:R:3 method="wB97M-V/def2-TZVPD" mol_weight_g_mol=123.16 gap_ha=0.439 e_tot_ev=-10837.2619 homo_energy_ev=-11.5614
C -19.7379 0.3320 -8.9941 -0.04 0.22 -0.18
C -20.2885 0.6753 -7.6932 -0.03 -0.01 0.00
N -20.7242 0.9512 -6.6697 -0.06 0.04 0.14
H -19.7050 -0.7456 -9.1148 0.10 -0.05 -0.01
H -18.7339 0.7411 -9.0779 0.08 -0.14 0.02
H -20.3476 0.7744 -9.7815 -0.06 -0.05 0.04
C -15.0268 1.0277 -10.0815 -0.15 0.08 0.91
C -14.0871 0.4827 -11.0342 0.04 -0.04 -0.10
N -13.3249 0.0375 -11.7649 0.11 -0.13 -0.15
H -15.3150 0.2688 -9.3513 -0.06 -0.10 -0.19
H -15.9320 1.4049 -10.5464 0.05 0.07 -0.16
H -14.5519 1.8103 -9.4877 -0.02 0.14 -0.26
C -15.1388 -2.9018 -9.8231 0.07 0.00 -0.06
C -16.2679 -2.2601 -9.1617 0.19 -0.20 -0.22
N -17.1442 -1.7376 -8.6415 -0.22 0.16 0.11
H -15.0115 -3.9149 -9.4486 0.05 0.03 0.09
H -14.2391 -2.3162 -9.6383 0.05 -0.10 0.01
H -15.2924 -2.9550 -10.8992 -0.09 0.08 0.00



# 3
18
Properties=species:S:1:pos:R:3:forces:R:3 method="wB97M-V/def2-TZVPD" mol_weight_g_mol=123.16 gap_ha="0.303 / 0.315" e_tot_ev=-10830.9716 homo_energy_ev="-8.1609 / -8.2185"
C 1.6859 0.6874 -0.8104 -0.62 -0.36 -0.36
C 2.1112 1.9689 -0.5782 -1.99 -1.27 -0.85
C 3.3614 2.4127 -0.0683 -3.91 0.26 3.47
C -0.1547 -1.3117 0.8499 0.15 2.63 -2.38
C -1.7155 0.2722 -0.4696 0.37 2.59 -0.29
C -0.5566 0.1885 0.5433 0.79 -0.67 0.67
N 2.9532 2.4829 1.1235 1.19 -0.15 -0.12
N 0.6437 0.8714 0.1262 1.35 -0.07 -0.94
N 0.9937 2.0828 0.4537 0.43 1.66 -0.09
H 2.0510 -0.2025 -1.2732 0.01 -0.33 -0.16
H 4.2248 2.5148 -0.5518 3.65 0.59 -1.59
H -0.9256 -1.6124 1.4704 -1.33 -1.47 1.10
H 0.7891 -1.2729 1.3401 0.67 -0.34 0.49
H -0.0862 -1.8137 -0.1269 -0.09 -0.31 0.59
H -2.2960 1.2431 -0.4670 0.64 -0.97 0.60
H -2.3653 -0.5206 -0.2826 -1.31 -1.26 0.34
H -1.4469 0.2289 -1.5315 0.68 -0.40 0.32
H -0.7065 0.6605 1.5411 -0.68 -0.13 -0.80



# 4
19
Properties=species:S:1:pos:R:3:forces:R:3 method="wB97M-V/def2-TZVPD" mol_weight_g_mol=139.16 gap_ha=0.321 e_tot_ev=-12883.7847 homo_energy_ev=-9.4705
H -2.7280 -1.1721 1.3444 0.79 -0.22 -0.73
N -2.0434 -0.9065 0.5906 -1.20 -0.04 1.57
C -0.8974 -0.7602 1.0743 2.54 0.33 -0.16
C -0.2530 -1.0939 2.4638 -0.12 0.98 -0.14
O -0.7953 -1.5027 3.4578 0.06 -0.21 -0.20
N 1.0581 -0.6731 2.3130 -2.23 -0.13 -1.52
N 1.4089 -0.2933 1.0204 -1.72 0.51 -0.79
C 0.3274 -0.2371 0.3038 -0.17 -1.01 0.72
C 0.3010 0.0988 -1.1608 -0.74 -0.73 0.89
C -1.0372 0.6972 -1.5560 -3.08 2.28 -0.96
C 1.4818 1.0189 -1.4587 2.50 -0.49 -2.21
H 1.8105 -0.8647 2.8787 1.56 -0.60 1.73
H 0.1830 -0.9157 -1.5989 1.26 0.46 -0.44
H -1.3976 1.5166 -0.8809 0.93 -0.13 -0.35
H -2.0241 0.1014 -1.4709 2.26 0.08 -0.55
H -1.0158 1.1959 -2.6048 0.18 -1.05 1.64
H 1.7942 1.6306 -0.6091 -0.66 0.15 -0.10
H 1.3209 1.6362 -2.3834 -0.20 -0.33 1.05
H 2.5060 0.5239 -1.7233 -1.96 0.15 0.55